No. 1
{"formula": "C16H21N5O3S", "method": "the ωB97M-V functional and the def2-TZVPD basis", "homo_lumo_gap_ev": 8.966, "lumo_ev": 0.38, "total_energy_ev": -41363.1811, "e_above_lowest_kcal_mol": 12.6, "symbols": ["C", "H", "C", "H", "H", "C", "N", "C", "N", "N", "C", "O", "H", "S", "C", "C", "O", "N", "C", "O", "N", "C", "C", "C", "C", "C", "C", "C", "H", "H", "H", "H", "C", "H", "H", "H", "H", "H", "H", "H", "H", "H", "H", "H", "H", "H"], "positions_angstrom": [[-3.676364, 1.161682, -2.380739], [-4.739559, 1.295072, -2.567770], [-3.455453, 0.282147, -1.155434], [-2.391896, 0.054407, -1.058586], [-3.968883, -0.667742, -1.303248], [-3.963907, 0.936213, 0.143603], [-2.891615, 1.267063, 1.048923], [-2.038269, 2.327719, 1.024688], [-1.121105, 2.250154, 1.935772], [-1.373330, 1.079379, 2.588030], [-2.465987, 0.429786, 2.083642], [-2.962043, -0.609411, 2.434431], [-0.794596, 0.799601, 3.361235], [-2.130243, 3.637613, -0.123403], [-0.396584, 4.174714, -0.014821], [0.576744, 3.008105, -0.108149], [1.623064, 3.018963, 0.500364], [0.177537, 2.004762, -0.930988], [0.648148, 0.661373, -0.997001], [0.025651, -0.117127, -1.680181], [1.734979, 0.423904, -0.253805], [2.373285, -0.831527, -0.116384], [3.744586, -0.886336, -0.333596], [4.428879, -2.078509, -0.206407], [3.752919, -3.240096, 0.143343], [2.388383, -3.164372, 0.383626], [1.676310, -1.977410, 0.273428], [0.216229, -1.944198, 0.592820], [-0.367786, -1.913805, -0.326806], [-0.075541, -2.823152, 1.160923], [-0.033464, -1.055267, 1.170951], [1.858132, -4.058987, 0.678444], [4.469946, -4.550463, 0.260118], [4.161990, -5.079046, 1.160094], [5.546683, -4.404419, 0.288237], [4.232199, -5.182883, -0.595294], [5.493971, -2.105932, -0.383259], [4.269735, 0.016993, -0.608336], [2.191207, 1.232997, 0.162333], [-0.680797, 2.131822, -1.458180], [-0.232907, 4.688761, 0.931659], [-0.242673, 4.870022, -0.841279], [-4.607107, 0.247237, 0.695855], [-4.520991, 1.850175, -0.078865], [-3.230319, 2.144531, -2.245320], [-3.229155, 0.695489, -3.254669]], "forces_ev_per_a": [[0.1, -0.2, 0.1], [-0.1, 0.1, -0.1], [-0.1, 0.1, 0.0], [0.0, -0.1, 0.1], [0.0, -0.1, 0.0], [-0.1, -0.3, -0.3], [0.3, 0.1, 0.4], [0.5, 0.1, 0.5], [0.0, 0.6, -0.2], [-0.2, 0.0, -0.2], [0.1, 0.1, 0.1], [-0.3, -0.6, 0.1], [-0.1, -0.1, -0.1], [-0.1, 0.4, -0.2], [-0.3, -0.1, 0.3], [0.0, 0.2, 0.0], [0.2, 0.1, 0.1], [0.0, -0.4, -0.5], [-0.2, 0.7, 0.0], [-0.1, -0.3, -0.3], [0.4, 0.1, 0.4], [0.1, -0.3, -0.1], [-0.2, 0.0, 0.0], [0.0, -0.1, 0.1], [0.0, 0.1, 0.0], [0.1, 0.1, -0.1], [0.0, 0.1, 0.0], [-0.1, -0.1, -0.1], [-0.1, 0.0, 0.1], [0.0, 0.0, 0.1], [-0.1, 0.1, 0.0], [-0.1, -0.1, 0.1], [0.0, 0.0, -0.1], [0.0, -0.1, 0.1], [0.1, 0.0, 0.0], [0.0, -0.1, 0.0], [0.1, 0.0, 0.0], [0.0, 0.1, -0.1], [-0.2, 0.0, -0.1], [0.2, -0.1, 0.2], [0.1, -0.1, -0.1], [0.0, 0.0, 0.0], [0.0, 0.2, 0.0], [-0.1, -0.1, 0.1], [0.0, 0.1, -0.1], [0.0, 0.0, -0.1]], "mulliken_charge": [-1.354, 0.404, 0.466, -0.274, 0.397, -1.054, 0.121, 0.583, -0.548, 0.023, 0.390, -0.667, 0.206, -0.195, -0.688, 0.635, -0.711, -0.078, 0.292, -0.634, -0.040, 0.364, -0.713, -0.881, 0.754, -0.856, 1.112, -1.411, 0.287, 0.468, 0.092, 0.387, -1.437, 0.348, 0.365, 0.292, 0.333, 0.437, 0.292, 0.253, 0.380, 0.456, 0.310, 0.496, 0.234, 0.365]}

=====

No. 2
{"formula": "C36H32AlF12N3O2P2", "method": "the ωB97M-V functional and the def2-TZVPD basis", "homo_lumo_gap_ev": 6.357, "lumo_ev": -0.75, "total_energy_ev": -104209.6048, "e_above_lowest_kcal_mol": 0.0, "symbols": ["Al", "C", "C", "C", "C", "C", "N", "C", "C", "C", "C", "C", "C", "C", "C", "O", "C", "F", "F", "F", "C", "F", "F", "F", "C", "C", "C", "O", "C", "F", "F", "F", "C", "F", "F", "F", "H", "H", "H", "H", "H", "H", "H", "H", "H", "H", "H", "H", "C", "P", "C", "C", "C", "C", "C", "C", "C", "P", "C", "C", "H", "H", "H", "H", "H", "H", "H", "H", "H", "H", "H", "H", "H", "H", "H", "H", "N", "C", "C", "C", "C", "N", "C", "C", "H", "H", "H", "H"], "positions_angstrom": [[-0.540450, -0.338158, 0.234507], [3.966688, 3.350470, 3.739402], [3.302623, 2.383717, 2.794460], [3.716043, 2.258404, 1.471840], [3.073022, 1.399458, 0.606958], [1.992924, 0.603198, 1.015288], [1.300863, -0.172044, 0.082861], [1.999286, -0.795997, -0.954815], [3.272814, -1.331662, -0.708731], [3.991469, -1.998445, -1.677964], [3.471497, -2.178648, -2.955145], [4.235861, -2.903222, -4.031638], [2.205874, -1.672541, -3.202105], [1.450707, -0.998051, -2.240384], [0.055599, -0.466864, -2.604359], [-0.817175, -0.358843, -1.553123], [0.219278, 0.935607, -3.251802], [1.054266, 0.942321, -4.299337], [-0.949277, 1.442911, -3.664560], [0.724309, 1.785550, -2.342322], [-0.685269, -1.386839, -3.633394], [-0.207507, -1.322124, -4.886813], [-1.982665, -1.071399, -3.710859], [-0.625609, -2.674977, -3.248551], [1.580420, 0.703171, 2.363193], [2.242801, 1.593464, 3.210728], [0.460476, -0.213917, 2.882977], [-0.619463, -0.314298, 2.039058], [1.090400, -1.620725, 3.154589], [0.200368, -2.477836, 3.689448], [1.533023, -2.190648, 2.024509], [2.133896, -1.552776, 3.989573], [-0.166752, 0.267972, 4.229525], [-1.267331, -0.435672, 4.520361], [-0.550499, 1.551507, 4.137092], [0.644505, 0.168857, 5.295169], [5.030940, 3.445014, 3.522183], [3.860915, 3.025259, 4.774396], [3.526900, 4.347703, 3.662046], [4.545819, 2.855598, 1.109454], [3.389314, 1.341152, -0.427077], [3.688593, -1.216337, 0.283869], [4.971477, -2.393713, -1.434738], [5.259451, -3.104294, -3.716830], [4.276281, -2.317136, -4.950937], [3.768594, -3.859578, -4.275347], [1.801665, -1.802968, -4.196121], [1.943766, 1.670593, 4.245982], [-4.022899, 0.416127, 1.529263], [-3.001287, 0.163594, 0.038482], [-3.974033, -1.060455, -0.892525], [-3.130796, 1.697497, -0.944640], [-4.160150, 1.862561, -1.868235], [-4.212390, 2.984639, -2.680366], [-3.232475, 3.958454, -2.574443], [-2.211603, 3.813085, -1.648307], [-2.147147, 2.694381, -0.824307], [-0.817488, 2.435417, 0.401573], [-1.523754, 3.295651, 1.860026], [0.482883, 3.656465, 0.020413], [-4.987740, 0.865620, 1.293627], [-3.491493, 1.036180, 2.248425], [-4.187769, -0.555317, 1.999459], [-5.036135, -0.818697, -0.919960], [-3.856890, -2.029224, -0.403355], [-3.571526, -1.135381, -1.900890], [-4.921444, 1.101874, -1.976757], [-5.010624, 3.089414, -3.403548], [-3.259276, 4.830385, -3.215163], [-1.446333, 4.576171, -1.581209], [-1.865338, 4.292873, 1.577431], [-0.743930, 3.381910, 2.614725], [-2.355711, 2.748156, 2.296648], [0.102443, 4.679466, 0.017598], [0.991168, 3.440798, -0.913617], [1.214440, 3.564611, 0.826726], [-1.560107, -7.684288, 1.122690], [-1.406392, -6.557395, 0.968014], [-1.214827, -5.143777, 0.769362], [-1.901578, -4.226091, 1.555368], [-1.682240, -2.882828, 1.334233], [-0.855610, -2.430539, 0.384617], [-0.198072, -3.316689, -0.366475], [-0.341550, -4.682332, -0.204413], [-2.575361, -4.551944, 2.334104], [-2.146721, -2.127958, 1.954366], [0.472876, -2.918690, -1.113995], [0.216106, -5.365907, -0.827464]], "forces_ev_per_a": [[-0.1, 0.0, 0.0], [0.0, 0.0, 0.0], [0.0, 0.0, 0.0], [0.0, 0.0, 0.0], [0.0, 0.0, 0.0], [-0.1, 0.0, 0.0], [0.1, -0.1, 0.0], [0.0, 0.0, 0.0], [0.0, 0.0, 0.0], [0.0, 0.0, 0.0], [0.0, 0.0, 0.0], [0.0, 0.0, 0.0], [0.0, 0.0, 0.0], [0.0, 0.0, -0.1], [0.0, 0.0, -0.1], [0.1, -0.1, 0.1], [0.0, -0.1, 0.0], [0.0, 0.0, 0.0], [0.0, 0.0, 0.0], [0.0, 0.0, 0.0], [0.0, 0.1, 0.0], [0.0, 0.0, 0.0], [-0.1, 0.0, 0.0], [0.0, 0.0, 0.0], [0.0, 0.0, 0.0], [0.0, 0.0, 0.0], [0.0, 0.0, 0.0], [0.1, 0.0, -0.1], [0.0, 0.1, 0.0], [0.0, 0.0, 0.0], [0.0, 0.0, 0.0], [0.0, 0.0, 0.0], [0.0, 0.0, -0.1], [0.0, 0.0, 0.0], [0.0, 0.0, 0.0], [0.0, 0.0, 0.0], [0.0, 0.0, 0.0], [0.0, 0.0, 0.0], [0.0, 0.0, 0.0], [0.0, 0.0, 0.0], [0.0, 0.0, 0.0], [0.0, 0.0, 0.0], [0.0, 0.0, 0.0], [0.0, 0.0, 0.0], [0.0, 0.0, 0.0], [0.0, 0.0, 0.0], [0.0, 0.0, 0.0], [0.0, 0.0, 0.0], [0.0, 0.0, 0.0], [0.0, 0.0, 0.0], [0.1, -0.1, 0.0], [0.0, 0.1, 0.0], [0.0, 0.0, 0.0], [0.0, 0.0, 0.0], [0.0, 0.0, 0.0], [0.0, 0.0, 0.0], [0.0, 0.0, 0.0], [0.0, 0.0, -0.1], [0.0, 0.0, 0.0], [0.1, 0.0, 0.0], [0.0, 0.0, 0.0], [0.0, 0.0, 0.0], [0.0, 0.0, 0.0], [0.0, 0.0, 0.0], [0.0, 0.0, 0.0], [0.0, 0.0, 0.0], [0.0, 0.0, 0.0], [0.0, 0.0, 0.0], [0.0, 0.0, 0.0], [0.0, 0.0, 0.0], [0.0, 0.0, 0.0], [0.0, 0.0, 0.0], [0.0, 0.0, 0.0], [0.0, 0.0, 0.0], [0.0, 0.0, 0.0], [0.0, 0.0, 0.0], [0.0, 0.0, 0.0], [0.0, 0.0, 0.0], [0.0, 0.0, 0.0], [0.0, 0.0, 0.0], [0.0, 0.0, 0.0], [-0.1, 0.0, 0.0], [0.0, 0.0, 0.0], [0.0, 0.0, 0.0], [0.0, 0.0, 0.0], [0.0, 0.0, 0.0], [0.0, 0.0, 0.0], [0.0, 0.0, 0.0]], "mulliken_charge": [-2.036, -1.671, 0.508, -1.174, 0.352, -0.353, 1.403, 0.420, -0.346, -1.166, 0.528, -1.532, -0.826, -0.858, 1.454, 0.221, 0.286, -0.305, -0.278, -0.199, -0.010, -0.267, -0.226, -0.179, -0.216, -0.624, 1.258, 0.229, 0.024, -0.293, -0.097, -0.317, 0.066, -0.237, -0.146, -0.253, 0.408, 0.398, 0.271, 0.360, 0.516, 0.556, 0.329, 0.382, 0.363, 0.292, 0.649, 0.408, -1.417, 1.646, -1.666, 0.248, -0.880, -0.806, -0.852, -0.875, 0.161, 2.506, -1.315, -1.679, 0.415, 0.217, 0.437, 0.581, 0.334, 0.356, 0.326, 0.419, 0.429, 0.338, 0.446, 0.437, 0.219, 0.593, 0.172, 0.356, -0.483, -0.257, 0.573, -1.025, -0.157, 1.263, 0.198, -1.306, 0.562, 0.413, 0.432, 0.572]}

=====

No. 3
{"formula": "C36H43Ge2KN5OS", "method": "the ωB97M-V functional and the def2-TZVPD basis", "homo_lumo_gap_ev": [3.934, 7.306], "lumo_ev": [0.01, 0.01], "spin_multiplicity": 2, "total_energy_ev": -187721.4078, "s2": 0.778, "e_above_lowest_kcal_mol": 0.0, "symbols": ["K", "S", "N", "C", "C", "C", "C", "C", "N", "C", "C", "N", "C", "C", "C", "C", "C", "N", "H", "H", "H", "H", "H", "H", "C", "C", "C", "C", "C", "N", "H", "H", "H", "H", "H", "H", "H", "H", "H", "C", "C", "C", "C", "O", "H", "H", "H", "H", "H", "H", "H", "H", "H", "C", "Ge", "C", "C", "Ge", "C", "C", "C", "C", "C", "C", "C", "C", "C", "C", "C", "C", "H", "H", "H", "H", "H", "H", "H", "H", "H", "H", "H", "H", "H", "H", "H", "H", "H", "H", "H"], "positions_angstrom": [[1.073053, -0.894122, 0.231937], [-2.647919, -5.424883, 6.159231], [-1.715598, -4.088612, 6.302901], [-1.481937, -3.701360, 5.042130], [-0.663626, -2.572521, 4.657025], [-0.041159, -1.717512, 5.561498], [0.903778, -0.809317, 5.090053], [1.084632, -0.668093, 3.718157], [0.471638, -1.408799, 2.813069], [-0.431035, -2.340013, 3.238157], [-1.059117, -3.161244, 2.258589], [-0.771402, -2.960425, 0.936240], [-1.398711, -3.712751, 0.033946], [-2.291834, -4.751158, 0.324046], [-2.580986, -5.003366, 1.672561], [-1.934279, -4.259988, 2.616453], [-2.063258, -4.543331, 4.051834], [-2.759575, -5.552333, 4.568845], [-0.251986, -1.905820, 6.605210], [1.469323, -0.186976, 5.777615], [1.784272, 0.071447, 3.368667], [-1.170805, -3.504186, -1.000008], [-2.809855, -5.303109, -0.447924], [-3.304025, -5.809038, 1.952109], [7.059962, -0.063960, 0.941488], [6.681176, -0.720709, -0.405370], [7.398898, -0.064773, -1.621104], [7.080193, -2.213784, -0.315704], [5.213676, -0.668720, -0.568669], [4.074992, -0.559786, -0.704063], [8.139059, -0.244493, 1.061759], [6.492167, -0.469131, 1.761473], [6.911417, 1.012257, 0.927849], [8.489271, -0.073393, -1.499536], [7.066029, 1.021309, -1.684013], [7.194302, -0.600101, -2.542397], [8.184710, -2.219113, -0.259332], [6.783623, -2.794696, -1.164721], [6.642524, -2.665836, 0.578761], [-1.702576, -0.363035, -4.003653], [-0.392560, -0.179388, -3.210832], [0.385255, -1.484539, -3.182178], [0.465600, 0.887145, -3.891275], [-0.633967, 0.197189, -1.818921], [-1.437970, -0.477507, -5.057700], [-2.367015, 0.502372, -3.923717], [-2.223862, -1.275788, -3.727606], [0.506695, -1.899072, -4.195528], [-0.167056, -2.224717, -2.595028], [1.383304, -1.342937, -2.774281], [0.910991, 0.470559, -4.793983], [1.293847, 1.199598, -3.182021], [-0.115963, 1.809502, -4.093649], [-4.248121, -0.682467, -0.198981], [-3.380814, 0.931947, 0.364067], [-2.570129, 0.656026, 2.091252], [-4.692306, 2.373436, 0.556730], [-1.611903, 1.649280, -1.215070], [-2.346389, 2.881576, -2.517892], [-3.644063, 2.593396, -2.979332], [-4.239896, 3.371204, -3.948074], [-3.534362, 4.421857, -4.525162], [-2.291339, 4.746400, -3.993009], [-1.681298, 3.962893, -3.027260], [-0.287375, 2.602451, -0.072307], [1.083030, 2.390995, -0.167222], [2.002934, 2.953557, 0.729653], [1.542403, 3.831498, 1.693358], [0.173788, 4.102760, 1.788956], [-0.704710, 3.462555, 0.949433], [-4.907148, -1.052622, 0.596017], [-3.486937, -1.506737, -0.397289], [-4.832274, -0.507268, -1.114524], [-3.306595, 0.255073, 2.782228], [-2.186020, 1.608821, 2.498697], [-1.763270, -0.107362, 2.116952], [-5.025541, 2.375463, 1.602326], [-5.593565, 2.193451, -0.051170], [-4.346967, 3.368618, 0.373862], [-4.103546, 1.729434, -2.548190], [-5.238794, 3.116792, -4.254650], [-3.899985, 4.989064, -5.378535], [-1.737951, 5.564872, -4.408715], [-0.681690, 4.194885, -2.656793], [1.469128, 1.787904, -0.980672], [3.053612, 2.744298, 0.639994], [2.204766, 4.247685, 2.446660], [-0.162184, 4.807043, 2.561369], [-1.750835, 3.654297, 1.054887]], "forces_ev_per_a": [[-0.2, -0.1, -0.1], [0.0, 0.0, 1.0], [-0.3, -0.2, -1.1], [0.2, 0.1, 0.6], [0.5, 1.0, -0.4], [-0.2, -1.3, -0.6], [0.0, 0.8, 0.5], [-0.3, -0.7, 0.5], [0.2, 0.7, -0.2], [-0.5, -1.3, 0.2], [0.0, -0.4, 0.2], [-0.2, 0.2, -0.9], [-0.1, -0.4, 0.7], [-0.2, 0.4, 0.0], [-0.4, -0.8, -0.4], [0.3, 0.4, 1.4], [-0.6, 0.0, -0.4], [0.3, 0.4, -0.6], [0.2, 0.3, 0.2], [-0.1, 0.0, -0.1], [0.3, 0.2, -0.3], [0.1, 0.1, -0.3], [0.2, 0.1, -0.1], [0.8, 0.8, -0.1], [0.7, 0.3, -0.9], [0.2, -0.7, -0.1], [-0.6, 1.4, 0.7], [0.7, 0.6, 0.6], [-0.2, 0.6, -0.3], [0.2, -0.2, 0.2], [-0.4, 0.0, 0.3], [-0.1, -0.3, 0.3], [-0.1, 0.1, -0.1], [-0.3, 0.0, 0.3], [0.4, -1.3, -0.2], [-0.3, 0.1, -0.1], [-0.5, -0.3, 0.1], [-0.2, -0.2, -0.6], [0.2, 0.0, -0.1], [0.5, 0.0, 0.0], [-0.3, 0.5, 0.1], [-0.3, -0.4, -0.1], [0.5, 0.9, 1.2], [-0.2, 0.3, -0.5], [0.0, 0.1, 0.0], [0.1, -0.2, 0.1], [-0.1, 0.0, 0.3], [-0.1, 0.2, 0.3], [0.2, 0.0, 0.0], [0.1, 0.0, 0.2], [0.0, 0.3, -0.1], [-0.7, -0.5, -0.8], [0.3, -0.5, -0.2], [0.4, -1.5, -0.6], [0.5, 0.3, -0.3], [0.9, -0.2, 0.7], [-0.9, -0.5, 0.4], [0.4, -0.3, 1.0], [-0.7, -1.1, -0.2], [1.1, 0.5, 0.4], [-0.2, -0.2, -0.2], [0.3, 0.2, 0.4], [0.1, -0.1, -0.6], [0.4, 0.6, 0.2], [0.4, -0.1, 0.0], [0.5, -0.1, -0.1], [-0.7, 0.2, -0.3], [-0.3, -0.1, 0.5], [0.7, 0.3, 0.5], [-0.3, 0.0, -0.5], [0.0, 0.1, -0.2], [-0.9, 1.0, 0.2], [0.1, -0.2, 0.3], [-0.3, 0.1, 0.1], [-0.1, -0.5, -0.1], [-0.3, 0.6, -0.3], [0.0, -0.1, -0.1], [0.4, 0.1, 0.1], [0.4, 0.6, -0.4], [-0.7, -0.3, 0.0], [-0.2, 0.0, -0.3], [-0.2, -0.1, 0.3], [0.1, 0.4, -0.2], [-0.2, 0.1, -0.2], [0.0, -0.2, 0.0], [0.2, -0.1, -0.1], [0.1, 0.1, -0.3], [0.0, -0.4, -0.4], [-0.6, 0.2, 0.1]], "mulliken_charge": [0.961, 0.050, -0.718, 0.884, 0.245, -0.554, -0.942, -0.287, 0.190, -0.732, -0.657, 0.081, -0.144, -0.971, -0.378, 0.552, 0.785, -0.670, 0.525, 0.353, 0.377, 0.174, 0.379, 0.404, -1.533, 2.051, -1.521, -1.562, -0.440, -0.457, 0.374, 0.416, 0.374, 0.374, 0.345, 0.402, 0.386, 0.406, 0.391, -1.477, 1.456, -1.330, -1.349, 0.135, 0.441, 0.338, 0.323, 0.414, -0.002, 0.341, 0.501, 0.129, 0.305, -0.992, 0.809, -0.618, -1.313, -0.844, 0.362, -0.421, -0.688, -0.617, -0.583, 0.032, -0.111, 0.066, -0.833, -0.401, -0.759, -0.194, 0.431, 0.137, 0.402, 0.465, 0.399, -0.179, 0.485, 0.384, 0.413, 0.556, 0.413, 0.375, 0.392, 0.397, 0.078, 0.557, 0.363, 0.375, 0.519]}